Record 1
Below is a structure of composition C8H17LaP2, with properties calculated with ωB97M-V with the def2-TZVPD basis set.

Atoms and positions in Å:
C1 -0.7972 -0.6772 -2.6942
C2 -1.2988 -1.6623 -3.5912
C3 -2.5624 -1.2245 -4.0877
C4 -2.8628 0.0401 -3.5004
C5 -1.7904 0.4039 -2.6311
La1 0.4348 1.3087 0.0377
P1 3.3854 1.2385 0.0372
H1 0.1799 -0.6951 -2.1846
H2 -0.7896 -2.5890 -3.8474
H3 -3.1875 -1.7629 -4.7983
H4 -1.6976 1.3361 -2.0525
H5 -3.7577 0.6366 -3.6784
H6 4.0757 2.4167 -0.4360
H7 3.9523 0.3126 -0.9144
H8 4.2554 0.9371 1.1380
C6 1.0906 -0.8617 3.7489
P2 0.9520 -0.0190 2.1700
C7 -0.5093 -0.7295 1.2317
C8 0.1209 1.6406 2.5147
H9 0.8842 -1.9382 3.6362
H10 0.3909 -0.4335 4.4844
H11 2.1178 -0.7450 4.1315
H12 -0.8544 -1.4728 1.9599
H13 -1.3697 -0.0349 1.0542
H14 -0.2172 -1.2582 0.3009
H15 -0.0867 1.5131 3.5814
H16 0.8105 2.4975 2.3737
H17 -0.8689 1.8223 2.0156

## Properties
HOMO level (alpha / beta) (eV): -5.1928 / -5.3362
Total charge: 0
ΔE to the lowest compared entry with this formula, charge and spin (eV): 3.904
HOMO-LUMO gap (alpha / beta) (eV): 4.601 / 4.727
Molecular weight (g mol⁻¹): 314.08
DFT total energy (a.u.): -1028.9782

Atom charges from the Löwdin analysis, given in e for atoms 1 to 8: atom 1 (C): -0.252, atom 2 (C): -0.203, atom 3 (C): -0.185, atom 4 (C): -0.201, atom 5 (C): -0.248, atom 6 (La): 1.044, atom 7 (P): 0.443, atom 8 (H): 0.016

---

Record 2
Below is a structure of composition C39H42CdFN9O6, with properties calculated with ωB97M-V with the def2-TZVPD basis set.

Atoms and positions in Å:
Cd1 1.2220 0.7578 -1.4018
O1 -0.0921 0.0643 -5.5209
C1 0.3124 0.4331 -4.4066
N1 0.2890 -0.1700 -3.2337
C2 -0.2837 -1.4233 -3.0047
C3 -1.2044 -2.0194 -3.8672
C4 -1.8014 -3.2351 -3.5552
C5 -1.4788 -3.8818 -2.3765
C6 -0.5537 -3.3184 -1.5042
C7 0.0559 -2.0943 -1.7897
N2 0.9464 -1.4500 -0.9298
C8 1.4822 -1.9967 0.1442
O2 1.4080 -3.1526 0.6005
C9 2.3143 -1.0101 0.9726
C10 3.1284 -1.5029 1.9887
C11 3.8539 -0.6108 2.7558
C12 3.7307 0.7505 2.5127
C13 2.8875 1.1592 1.4933
N3 2.2089 0.2972 0.7415
C14 0.9746 1.8146 -4.3612
C15 0.9061 2.6155 -5.4972
C16 1.4997 3.8629 -5.4746
C17 2.1366 4.2872 -4.3172
C18 2.1549 3.4326 -3.2282
N4 1.6076 2.2206 -3.2587
H1 -1.4377 -1.5120 -4.7899
H2 -2.5109 -3.6733 -4.2474
H3 -1.9285 -4.8379 -2.1333
H4 -0.2681 -3.8266 -0.5965
H5 3.1616 -2.5718 2.1395
H6 4.5098 -0.9691 3.5405
H7 4.2736 1.4822 3.0955
H8 2.7305 2.2050 1.2524
H9 0.3898 2.2226 -6.3605
H10 1.4562 4.5074 -6.3440
H11 2.5917 5.2653 -4.2449
H12 2.5902 3.7276 -2.2830
C19 -4.1918 3.1472 4.1122
C20 -2.7532 2.6909 4.2989
N5 -2.1939 2.0891 3.0957
C21 -1.3776 2.8389 2.2953
C22 -0.8527 2.4550 1.1095
C23 0.1619 3.3932 0.4371
O3 0.1183 4.5772 0.7790
O4 0.9959 2.8371 -0.3300
C24 -1.2717 1.1858 0.5670
O5 -1.0088 0.7466 -0.5449
C25 -2.0754 0.3359 1.4737
C26 -2.3304 -0.9713 1.0601
C27 -3.0484 -1.7898 1.8839
F1 -3.3585 -3.0502 1.4922
C28 -3.5088 -1.3604 3.1289
C29 -3.2657 -0.0631 3.5356
C30 -2.5320 0.8045 2.7117
N6 -4.2407 -2.2379 3.9972
C31 -3.6811 -3.5594 4.1997
C32 -4.2990 -4.1673 5.4405
N7 -5.7909 -4.2413 5.2147
C33 -6.3794 -2.8836 4.9238
C34 -5.6614 -2.2963 3.7251
H13 -4.5741 3.5829 5.0359
H14 -4.8394 2.3162 3.8302
H15 -4.2526 3.8999 3.3265
H16 -2.6635 1.9845 5.1271
H17 -2.1170 3.5376 4.5519
H18 -1.1252 3.8246 2.6674
H19 -1.9578 -1.3085 0.0981
H20 -3.6149 0.2370 4.5129
H21 -2.6023 -3.4855 4.3359
H22 -3.8482 -4.2351 3.3478
H23 -4.1507 -3.5421 6.3192
H24 -3.9497 -5.1805 5.6301
H25 -6.2574 -4.6710 6.0128
H26 -5.9599 -4.8482 4.4077
H27 -6.2096 -2.2833 5.8163
H28 -7.4461 -3.0182 4.7550
H29 -6.0442 -1.2926 3.5455
H30 -5.8896 -2.8970 2.8262
C35 6.5378 1.8309 -3.3051
N8 5.3114 1.6973 -2.5523
C36 5.1876 2.5396 -1.3804
C37 4.4086 0.6774 -2.7299
O6 3.6808 0.3183 -1.8062
N9 4.4094 0.0330 -3.9497
C38 4.3405 0.8119 -5.1808
C39 3.6144 -1.1917 -4.0156
H31 7.3631 1.9900 -2.6062
H32 6.5220 2.6790 -3.9977
H33 6.7307 0.9191 -3.8650
H34 6.1104 2.5054 -0.7944
H35 4.3674 2.1809 -0.7649
H36 5.0031 3.5789 -1.6632
H37 5.0934 1.5899 -5.2249
H38 3.3539 1.2705 -5.3071
H39 4.5070 0.1376 -6.0209
H40 3.5792 -1.6615 -3.0375
H41 4.0772 -1.8683 -4.7357
H42 2.5864 -0.9894 -4.3256

## Properties
HOMO level (eV): -5.4841
Total charge: 0
ΔE to the lowest compared entry with this formula, charge and spin (eV): 0.000
HOMO-LUMO gap (eV): 3.778
Molecular weight (g mol⁻¹): 864.23
DFT total energy (a.u.): -2723.2642

Atom charges from the Löwdin analysis, given in e for atoms 1 to 8: atom 1 (Cd): 1.433, atom 2 (O): -0.018, atom 3 (C): -0.522, atom 4 (N): 0.009, atom 5 (C): -0.221, atom 6 (C): -0.029, atom 7 (C): -0.121, atom 8 (C): -0.128

---

Record 3
Below is a cluster of 2 separate species, C2Br2O2 in total, with properties calculated with ωB97M-V with the def2-TZVPD basis set.

Atoms and positions in Å:
C1 -0.9000 0.3843 1.0393
C2 0.9165 -0.8653 -1.3767
O1 -1.4389 -0.4170 1.7722
O2 1.5843 -0.8291 -2.3472
Br1 -1.5165 1.4512 -0.2757
Br2 1.3546 0.2759 1.1881

## Properties
HOMO level (eV): -10.2791
Total charge: 0
ΔE to the lowest compared entry with this formula, charge and spin (eV): 1.080
HOMO-LUMO gap (eV): 9.013
Molecular weight (g mol⁻¹): 215.83
DFT total energy (a.u.): -5374.6684

Electronic structure analysis, Löwdin charges in units of e: atom 1 (C): -1.094, atom 2 (C): -0.106, atom 3 (O): -0.030, atom 4 (O): -0.006, atom 5 (Br): 0.844, atom 6 (Br): 0.393

---

Record 4
Below is the ion C3HN2O2 with charge +1, with properties calculated with ωB97M-V with the def2-TZVPD basis set.

Atoms and positions in Å:
C1 -1.3048 -0.6943 0.2159
C2 -1.0591 1.5139 -0.0861
C3 0.4501 -1.1183 0.0000
N1 -1.6695 0.4073 -0.0275
N2 0.8794 0.1322 0.0715
O1 0.8029 -2.2078 -0.0684
O2 0.0946 1.6252 -0.0099
H1 1.8064 0.3417 -0.0956

## Properties
HOMO level (alpha / beta) (eV): -16.2407 / -16.2361
Total charge: +1
ΔE to the lowest compared entry with this formula, charge and spin (eV): 6.569
HOMO-LUMO gap (alpha / beta) (eV): 8.101 / 8.099
Molecular weight (g mol⁻¹): 97.05
DFT total energy (a.u.): -374.3351

Electronic structure analysis, Löwdin charges in units of e: atom 1 (C): 0.357, atom 2 (C): -0.118, atom 3 (C): -0.367, atom 4 (N): 0.244, atom 5 (N): 0.198, atom 6 (O): 0.293, atom 7 (O): 0.253, atom 8 (H): 0.139

---

Record 5
Below is the molecule C4H9NO, with properties calculated with ωB97M-V with the def2-TZVPD basis set.

Atoms and positions in Å:
C1 0.9804 -0.0007 -1.4577
C2 -0.3893 -0.3706 -0.9504
N1 -0.4681 -1.2817 0.1905
C3 -0.9229 0.1005 0.3517
C4 -0.0898 0.9281 1.3345
O1 0.8945 0.1586 1.9773
H1 0.9301 0.9168 -2.0555
H2 1.6728 0.1580 -0.6256
H3 1.3813 -0.7975 -2.0936
H4 -1.1363 -0.5205 -1.7315
H5 -1.2390 -1.9364 0.1125
H6 -1.9983 0.2655 0.4011
H7 -0.7644 1.3768 2.0780
H8 0.3972 1.7568 0.8008
H9 0.7517 -0.7536 1.6680

## Properties
HOMO level (eV): -9.7981
Total charge: 0
ΔE to the lowest compared entry with this formula, charge and spin (eV): 1.925
HOMO-LUMO gap (eV): 10.766
Molecular weight (g mol⁻¹): 87.12
DFT total energy (a.u.): -287.7617

Atom charges from the Löwdin analysis, given in e for atoms 1 to 8: atom 1 (C): -0.053, atom 2 (C): -0.324, atom 3 (N): 0.039, atom 4 (C): -0.248, atom 5 (C): -0.238, atom 6 (O): -0.078, atom 7 (H): 0.081, atom 8 (H): 0.077

---

Record 6
Below is a cluster of 2 separate species, C6H13BrNO3S in total, with properties calculated with ωB97M-V with the def2-TZVPD basis set.

Atoms and positions in Å:
C1 0.5614 2.9071 -0.6533
C2 1.2261 -1.2002 -2.5297
C3 0.9037 -2.0654 -0.2005
C4 0.2940 1.4813 -0.9858
C5 0.4936 -0.9416 -1.1621
C6 0.9169 0.3757 -0.6280
N1 -2.2297 -0.5622 -1.2598
O1 -1.6295 -0.0210 1.1043
O2 -2.4537 1.7420 -0.4177
O3 -4.0558 0.2636 0.8183
S1 -2.5103 0.3459 -0.0301
Br1 2.3280 0.6202 0.6523
H1 0.6022 3.4348 -1.6427
H2 -0.2510 3.3474 -0.1370
H3 1.3224 3.1093 0.1566
H4 0.7804 -0.5376 -3.2417
H5 2.2514 -0.9325 -2.3839
H6 0.9706 -2.2042 -2.9647
H7 0.1391 -2.2931 0.5514
H8 1.0758 -3.0297 -0.6116
H9 1.7537 -1.7381 0.3455
H10 -3.5830 0.6367 1.4830
H11 -0.6640 1.4492 -1.4806
H12 -0.5509 -0.8936 -1.2093
H13 -2.7781 -0.2219 -2.0474

## Properties
HOMO level (eV): -5.1128
Total charge: -1
ΔE to the lowest compared entry with this formula, charge and spin (eV): 2.239
HOMO-LUMO gap (eV): 8.196
Molecular weight (g mol⁻¹): 259.14
DFT total energy (a.u.): -3489.0624

Atom charges from the Löwdin analysis, given in e for atoms 1 to 8: atom 1 (C): -0.131, atom 2 (C): -0.054, atom 3 (C): -0.107, atom 4 (C): -0.254, atom 5 (C): -0.436, atom 6 (C): -0.628, atom 7 (N): -0.216, atom 8 (O): -0.358